Entry 1:
Computed, not measured: C27H45AuN5O8Si2 as an isolated structure in a non-equilibrium geometry, with ωB97M-V/def2-TZVPD.

Each line ends with the Mulliken charge.
Element x y z (Å)
Au 0.46 0.90 0.18  1.149
C -2.26 2.75 1.78  -0.894
C -1.84 3.17 0.41  0.551
C -2.45 4.22 -0.25  -0.940
C -1.99 4.58 -1.52  -0.521
C -0.95 3.90 -2.09  -0.773
C -0.36 2.84 -1.38  0.781
N -0.84 2.51 -0.16  0.065
N 0.63 2.04 -1.76  -0.200
Si 1.53 2.02 -3.22  0.025
C 2.02 0.21 -3.53  -0.376
C 3.03 3.20 -3.07  -1.176
C 0.57 2.55 -4.81  -1.445
H -3.34 2.83 1.89  0.407
H -1.79 3.41 2.52  0.369
H -1.93 1.73 1.98  -0.293
H -3.27 4.75 0.21  0.455
H -2.47 5.39 -2.05  0.422
H -0.57 4.17 -3.07  0.297
H 3.00 0.13 -3.99  0.498
H 1.30 -0.28 -4.17  0.350
H 2.04 -0.33 -2.59  -0.435
H 3.70 2.87 -2.28  0.324
H 2.71 4.21 -2.82  0.324
H 3.60 3.24 -3.99  0.369
H -0.45 2.21 -4.77  0.376
H 1.03 2.13 -5.69  0.412
H 0.56 3.63 -4.94  0.388
C -3.63 -3.97 -0.01  -1.433
Si -2.11 -2.88 -0.40  0.144
C -2.66 -1.47 -1.59  2.832
C -3.38 -0.38 -0.79  -2.067
C -3.62 -2.02 -2.64  -2.214
C -1.51 -0.79 -2.34  -1.974
C -0.62 -4.02 -0.89  2.889
C 0.51 -3.28 -1.61  -1.618
C -1.09 -5.18 -1.78  -1.995
C 0.00 -4.61 0.39  -1.934
H -4.13 -4.31 -0.91  0.391
H -4.35 -3.40 0.58  0.296
H -3.37 -4.84 0.59  0.336
H -4.21 -0.80 -0.22  0.420
H -3.77 0.39 -1.45  0.536
H -2.69 0.08 -0.09  0.220
H -4.55 -2.35 -2.19  0.384
H -3.18 -2.87 -3.17  0.351
H -3.85 -1.25 -3.38  0.495
H -0.71 -0.50 -1.65  -0.298
H -1.86 0.11 -2.83  0.875
H -1.09 -1.44 -3.10  0.311
H 0.21 -3.00 -2.62  0.269
H 1.38 -3.93 -1.69  0.667
H 0.79 -2.38 -1.07  -0.217
H -1.51 -4.80 -2.70  0.366
H -1.84 -5.79 -1.28  0.363
H -0.24 -5.82 -2.02  0.481
H 0.49 -3.82 0.96  0.101
H 0.76 -5.35 0.13  0.585
H -0.74 -5.09 1.02  0.383
O 1.07 -4.37 5.95  -0.656
N 1.58 -3.26 5.80  1.080
O 2.50 -2.84 6.50  -0.657
C 1.08 -2.43 4.77  -0.719
C 0.02 -2.88 3.98  -0.594
C -0.45 -2.09 2.94  0.011
C 0.03 -0.74 2.72  1.012
O -0.57 0.03 1.94  -0.479
C 1.14 -0.35 3.55  -0.190
C 1.65 -1.18 4.54  -0.689
N 1.71 0.93 3.42  1.038
O 1.39 1.67 2.48  -0.497
O 2.53 1.29 4.25  -0.757
N -1.46 -2.59 2.17  0.587
O -1.71 -2.01 0.98  0.102
O -2.09 -3.62 2.46  -0.793
H -0.41 -3.85 4.16  0.675
H 2.48 -0.85 5.14  0.630
C 3.31 -2.18 1.06  -1.534
C 2.90 -0.76 0.64  1.124
C 3.89 -0.21 -0.40  -1.476
O 1.61 -0.79 0.17  -0.497
H 4.32 -2.19 1.45  0.440
H 3.24 -2.83 0.20  0.295
H 2.63 -2.54 1.83  0.120
H 2.99 -0.11 1.54  0.033
H 3.91 -0.86 -1.27  0.335
H 4.89 -0.16 0.04  0.478
H 3.58 0.78 -0.70  0.126

Calculated values
**Electronic energy**: -2646.03560 Ha
**Maximum force**: 2.54 eV Å⁻¹
**Total charge**: -1
**Kohn-Sham gap (spin up / spin down)**: 3.60 / 3.60 eV
**Relative energy (zero: lowest compared OMol25 entry of this formula, charge and spin)**: 0.132 eV

Entry 2:
Computed, not measured: C27H45BrN2OP2Sn as an isolated structure in a non-equilibrium geometry, with ωB97M-V/def2-TZVPD.

Each line ends with the Mulliken charge.
Element x y z (Å)
N -6.62 4.80 -4.41  -0.563
C -6.40 5.25 -3.18  -0.316
C -5.46 4.66 -2.33  -0.497
C -4.71 3.53 -2.77  0.623
C -5.00 3.06 -4.08  -0.462
C -5.98 3.73 -4.85  -0.322
C -3.68 2.91 -1.92  -0.298
Sn 0.66 -0.16 0.68  0.106
P 4.52 -0.71 0.45  0.095
C -2.71 2.02 -2.28  -0.533
C -1.44 1.91 -1.60  1.362
C -0.34 1.25 -2.21  -0.413
C 0.95 1.39 -1.66  -0.879
C 1.07 1.82 -0.32  -0.319
C 0.01 2.52 0.28  -0.956
C -1.25 2.50 -0.33  -0.242
Br 2.26 0.28 3.09  -0.615
H -3.72 3.28 -0.88  0.236
H -2.87 1.41 -3.17  0.316
H -5.29 5.10 -1.34  0.321
H -4.50 2.21 -4.53  0.302
H -6.98 6.12 -2.85  0.362
H -6.22 3.36 -5.84  0.364
H -0.51 0.66 -3.12  0.509
H -2.11 2.92 0.20  0.228
H 1.84 1.08 -2.23  0.400
H 0.15 3.02 1.24  0.560
P -0.40 -2.43 0.28  0.876
C 3.90 0.93 0.85  1.810
C 4.97 1.99 0.72  -1.579
H 3.61 0.90 1.95  -0.177
H 3.00 1.20 0.28  -0.433
H 4.57 2.97 1.02  0.416
H 5.84 1.77 1.35  0.407
H 5.30 2.06 -0.32  0.371
C 3.88 -1.25 -1.15  1.101
C 4.91 -2.19 -1.80  -1.452
H 3.72 -0.35 -1.78  0.108
H 2.92 -1.73 -0.95  -0.833
H 4.61 -2.42 -2.83  0.419
H 5.90 -1.72 -1.83  0.435
H 5.01 -3.13 -1.26  0.369
C 4.15 -2.07 1.61  0.439
C 5.16 -2.12 2.78  -1.416
H 4.18 -3.03 1.06  0.530
H 3.13 -1.87 1.97  -0.260
H 4.73 -2.67 3.61  0.371
H 6.07 -2.62 2.48  0.440
H 5.42 -1.12 3.14  0.340
C -0.31 -3.45 1.77  -0.344
C -1.40 -4.52 1.81  -1.228
H -0.36 -2.79 2.66  0.325
H 0.70 -3.90 1.77  0.417
H -2.35 -4.11 2.16  0.305
H -1.55 -4.99 0.83  0.324
H -1.11 -5.31 2.51  0.407
C 0.44 -3.25 -1.11  -0.553
C 0.15 -2.74 -2.52  -1.107
H 0.15 -4.31 -1.00  0.543
H 1.52 -3.19 -0.90  0.307
H -0.92 -2.75 -2.76  0.336
H 0.54 -1.72 -2.68  0.170
H 0.66 -3.39 -3.23  0.449
C -2.04 -1.90 -0.25  -0.667
C -2.96 -1.41 0.88  -0.844
H -2.49 -2.74 -0.82  0.595
H -1.88 -1.09 -0.98  0.224
H -3.89 -0.98 0.47  0.394
H -3.24 -2.23 1.56  0.233
H -2.48 -0.62 1.47  -0.063
C -0.17 2.01 4.31  -1.581
C -0.91 0.95 3.55  0.625
N -1.66 0.14 4.30  -0.325
O -0.86 0.75 2.31  -0.126
H -0.86 2.57 4.95  0.504
H 0.31 2.70 3.61  0.180
H 0.58 1.55 4.97  0.423
H -2.09 -0.67 3.89  0.205
H -1.81 0.36 5.28  0.222

Calculated values
**Electronic energy**: -4710.86381 Ha
**Maximum force**: 3.80 eV Å⁻¹
**Total charge**: +2
**Kohn-Sham gap (spin up / spin down)**: 5.05 / 4.44 eV
**Relative energy (zero: lowest compared OMol25 entry of this formula, charge and spin)**: 3.597 eV

Entry 3:
Computed, not measured: C27H45Cl4InO2P as an isolated structure in a non-equilibrium geometry, with ωB97M-V/def2-TZVPD.

Each line ends with the Mulliken charge.
Element x y z (Å)
In -1.39 0.55 1.48  0.823
Cl -0.97 2.73 2.44  -0.555
P 0.74 0.00 0.23  -0.463
C -3.22 0.16 2.34  -1.607
H -3.69 -0.80 2.33  0.258
H -3.54 0.76 3.19  0.555
C 0.87 -0.75 -1.47  0.187
C 1.68 -0.99 1.49  -0.298
C 0.43 -2.21 -1.49  0.126
H 0.13 -0.16 -2.05  0.977
C 0.37 -2.76 -2.93  -0.696
H 1.13 -2.82 -0.90  0.166
H -0.56 -2.33 -1.02  -0.813
C 1.69 -2.53 -3.68  -0.781
H 0.13 -3.83 -2.89  0.415
H -0.45 -2.26 -3.46  0.380
C 2.21 -1.09 -3.59  -1.017
H 2.45 -3.20 -3.27  0.324
H 1.56 -2.81 -4.74  0.405
C 2.24 -0.58 -2.14  -0.332
H 3.22 -1.02 -4.01  0.405
H 1.57 -0.43 -4.19  0.394
H 2.99 -1.15 -1.58  0.096
H 2.56 0.47 -2.15  0.111
C 1.43 1.73 0.16  0.701
C 3.01 -1.56 1.01  -0.732
H 1.87 -0.24 2.28  0.853
C 3.78 -2.12 2.22  -0.944
H 2.83 -2.36 0.28  0.263
H 3.63 -0.80 0.51  0.246
C 2.96 -3.16 3.01  -0.713
H 4.71 -2.58 1.86  0.392
H 4.05 -1.29 2.88  0.374
C 1.54 -2.70 3.34  -0.964
H 2.91 -4.09 2.43  0.321
H 3.49 -3.40 3.94  0.413
C 0.83 -2.12 2.11  -0.112
H 0.94 -3.54 3.73  0.411
H 1.56 -1.93 4.12  0.369
H 0.66 -2.91 1.37  0.157
H -0.17 -1.78 2.42  -0.010
C 0.92 2.50 -1.08  -0.385
H 0.97 2.20 1.05  0.244
C 1.38 3.96 -1.02  -0.907
H 1.30 2.01 -1.99  0.304
H -0.18 2.48 -1.14  -0.377
C 2.89 4.10 -0.81  -0.694
H 1.08 4.46 -1.96  0.427
H 0.85 4.46 -0.21  0.342
C 3.41 3.27 0.37  -1.042
H 3.41 3.79 -1.73  0.300
H 3.13 5.16 -0.66  0.359
C 2.95 1.81 0.31  -0.492
H 4.51 3.28 0.38  0.414
H 3.07 3.71 1.31  0.404
H 3.43 1.31 -0.54  0.145
H 3.28 1.29 1.22  0.251
C -2.95 1.08 -0.36  0.648
C -3.66 0.90 0.86  0.416
H -2.27 0.34 -0.79  0.429
C -4.44 2.16 1.38  -0.858
H -4.39 0.20 0.46  0.228
C -5.14 2.88 0.26  -0.857
H -5.16 1.75 2.10  0.417
H -3.81 2.88 1.92  0.142
C -4.11 3.13 -0.84  -0.619
H -5.94 2.25 -0.12  0.362
H -5.63 3.81 0.60  0.370
C -3.65 1.79 -1.40  -1.575
H -4.49 3.78 -1.63  0.424
H -3.27 3.66 -0.39  0.254
H -4.53 1.21 -1.73  0.295
H -3.01 1.97 -2.26  0.339
Cl -5.17 -3.49 0.58  -0.156
C -3.40 -3.61 0.56  0.808
Cl -2.83 -4.15 2.17  -0.181
Cl -2.84 -4.77 -0.68  -0.190
C -2.78 -2.21 0.16  -0.113
O -3.30 -1.63 -0.82  -0.644
O -1.79 -1.83 0.87  -0.318

Calculated values
**Electronic energy**: -3578.55205 Ha
**Maximum force**: 6.28 eV Å⁻¹
**Total charge**: -1
**Kohn-Sham gap (spin up / spin down)**: 4.35 / 4.35 eV
**Relative energy (zero: lowest compared OMol25 entry of this formula, charge and spin)**: 0.591 eV

Question: The highest maximum force belongs to which entry?
Answer: C27H45Cl4InO2P

Question: Which of these has the highest maximum force?
Answer: C27H45Cl4InO2P

Question: total charge of number 2 (C27H45BrN2OP2Sn)?
Answer: +2